No. 1
Here is a structure of composition C48H58AsF5O4S4Tc from the OMol25 dataset. Energies are from the ωB97M-V functional and the def2-TZVPD basis.

The value obtained for the total energy is -6573.266410 Eh. The molecular weight comes out at 1095.168 u. The lowest unoccupied orbital energy (alpha / beta) comes out at -5.09 / -5.09 eV. For the HOMO-LUMO gap (alpha / beta), the calculation gives 5.2 / 5.2 eV. Its highest occupied orbital energy (alpha / beta) is -10.2714 / -10.2720 eV.

```
! wB97M-V def2-TZVPD RIJCOSX def2/J DEFGRID3
* xyz 1 1
Tc -0.436 -2.168 2.151
C -1.975 -4.408 0.143
O -1.613 -3.028 0.325
C -1.486 -2.303 -0.902
C -2.526 -1.452 -1.284
C -3.748 -1.153 -0.436
C -3.578 0.172 0.285
C -4.079 1.343 -0.274
C -3.876 2.588 0.311
C -3.109 2.648 1.476
C -2.599 1.511 2.077
C -1.698 1.568 3.294
C -0.259 1.666 2.818
C 0.156 2.882 2.284
C 1.410 3.063 1.721
C 2.237 1.945 1.652
C 1.884 0.723 2.199
C 2.883 -0.409 2.172
C 3.000 -1.152 0.862
C 4.253 -1.357 0.297
C 4.452 -2.136 -0.838
C 3.323 -2.694 -1.443
C 2.058 -2.502 -0.931
C 0.860 -3.277 -1.434
C -0.364 -2.434 -1.731
C -0.346 -1.750 -2.938
C -1.395 -0.952 -3.379
C -2.463 -0.801 -2.512
C -1.360 -0.328 -4.769
C -0.152 0.613 -4.884
C -1.237 -1.454 -5.808
C -2.629 0.470 -5.078
C 1.892 -1.729 0.232
O 0.644 -1.686 0.703
C 5.841 -2.476 -1.370
C 5.936 -2.123 -2.862
C 6.950 -1.731 -0.625
C 6.061 -3.988 -1.181
C 0.638 0.601 2.818
O 0.306 -0.615 3.463
C 0.590 -0.686 4.874
C 1.911 4.418 1.237
C 0.859 5.517 1.406
C 2.294 4.334 -0.247
C 3.148 4.801 2.067
C -2.868 0.290 1.471
O -2.352 -0.827 2.135
C -4.469 3.872 -0.260
C -5.401 4.493 0.794
C -5.282 3.620 -1.531
C -3.331 4.848 -0.596
H -2.738 -4.485 -0.631
H -2.372 -4.765 1.093
H -1.110 -5.011 -0.130
H -3.946 -1.972 0.244
H -4.618 -1.078 -1.088
H -4.646 1.260 -1.191
H -2.909 3.608 1.936
H -1.848 0.692 3.924
H -1.947 2.450 3.884
H -0.548 3.703 2.314
H 3.210 2.018 1.178
H 2.635 -1.125 2.955
H 3.864 -0.001 2.414
H 5.106 -0.913 0.792
H 3.437 -3.322 -2.319
H 0.635 -4.032 -0.683
H 1.143 -3.796 -2.350
H 0.538 -1.859 -3.555
H -3.295 -0.164 -2.781
H 0.789 0.079 -4.747
H -0.210 1.404 -4.134
H -0.139 1.077 -5.872
H -0.329 -2.040 -5.662
H -1.208 -1.031 -6.813
H -2.093 -2.129 -5.744
H -2.734 1.326 -4.407
H -3.521 -0.154 -5.006
H -2.572 0.852 -6.098
H 5.740 -1.060 -3.013
H 5.220 -2.692 -3.455
H 6.935 -2.348 -3.238
H 6.832 -0.650 -0.721
H 7.917 -2.003 -1.049
H 6.967 -1.997 0.433
H 5.338 -4.571 -1.751
H 5.963 -4.260 -0.129
H 7.062 -4.267 -1.518
H 1.010 0.260 5.208
H 1.297 -1.495 5.054
H -0.339 -0.890 5.407
H -0.028 5.312 0.802
H 1.276 6.468 1.075
H 0.563 5.630 2.451
H 1.439 4.018 -0.848
H 3.109 3.628 -0.412
H 2.620 5.314 -0.598
H 2.890 4.890 3.124
H 3.542 5.760 1.728
H 3.939 4.058 1.971
H -6.188 3.789 1.070
H -5.871 5.392 0.392
H -4.861 4.771 1.700
H -6.110 2.933 -1.347
H -4.654 3.221 -2.330
H -5.705 4.562 -1.881
H -2.767 5.133 0.294
H -3.739 5.756 -1.042
H -2.640 4.393 -1.309
S -4.852 -1.330 3.574
As -5.139 -3.670 4.057
S -1.972 -2.886 3.869
S -3.276 -2.153 2.552
S -5.625 -4.431 2.239
F 1.237 -4.418 1.391
C 0.983 -3.702 2.545
F 2.214 -3.248 2.956
C 0.627 -4.789 3.574
F 0.407 -4.238 4.788
F -0.485 -5.454 3.202
F 1.596 -5.692 3.710
*
```

***

No. 2
Here is a structure of composition C15H33Al2F4KMgN3NaO3 from the OMol25 dataset. Energies are from the ωB97M-V functional and the def2-TZVPD basis.

The value obtained for the total energy is -2827.049534 Eh. The molecular weight comes out at 519.796 u. The lowest unoccupied orbital energy comes out at -10.72 eV. For the HOMO-LUMO gap, the calculation gives 0.8 eV. Its highest occupied orbital energy is -11.5566 eV.

```
! wB97M-V def2-TZVPD RIJCOSX def2/J DEFGRID3
* xyz 2 1
C -2.809 -3.727 2.922
C -3.582 -4.265 1.558
O -3.030 -5.523 1.042
C -2.341 -5.365 -0.243
Al -0.299 -5.424 0.180
C 0.210 -3.548 0.851
C 1.861 -3.327 1.009
C 2.013 -1.759 1.571
O 2.453 -0.958 0.420
C 1.475 0.068 0.034
H -3.524 -3.576 3.835
H -2.239 -2.730 2.598
H -1.943 -4.523 3.126
H -3.681 -3.399 0.780
H -4.696 -4.513 1.911
H -2.528 -4.354 -0.799
H -2.663 -6.224 -1.006
H 0.557 -5.882 -1.076
H -0.023 -6.482 1.349
H -0.294 -2.675 0.217
H -0.199 -3.478 1.971
H 2.185 -4.061 1.867
H 2.401 -3.501 -0.014
H 2.796 -1.701 2.468
H 0.978 -1.460 2.025
H 1.416 0.070 -1.142
H 0.387 -0.103 0.427
H 1.869 1.104 0.455
Na -4.517 -2.311 -0.483
C 0.710 7.712 -3.230
C 1.495 7.350 -1.980
N 1.818 5.917 -1.924
C 0.920 4.878 -2.124
C 1.597 3.716 -1.912
N 2.893 4.064 -1.583
C 3.023 5.402 -1.609
C 3.955 3.122 -1.248
H -0.226 7.151 -3.291
H 0.455 8.777 -3.235
H 1.292 7.486 -4.130
H 0.912 7.589 -1.084
H 2.425 7.927 -1.942
H -0.098 5.098 -2.395
H 1.315 2.678 -1.945
H 3.924 5.960 -1.399
H 4.310 3.329 -0.235
H 4.774 3.229 -1.966
H 3.569 2.099 -1.291
F -9.642 -0.760 3.104
Al -7.877 -0.964 3.397
F -7.622 -2.136 4.741
F -7.154 0.625 3.840
F -7.088 -1.585 1.901
K 1.239 9.789 -1.376
C 3.200 -7.591 -0.427
C 2.757 -8.712 -1.352
N 2.389 -9.643 -2.119
H 2.572 -7.575 0.468
H 4.241 -7.743 -0.129
H 3.114 -6.629 -0.939
O 0.435 12.317 1.066
H -0.372 12.243 1.543
Mg -1.492 8.508 -3.048
*
```